# C34H41N3O3

A 2-piece molecular cluster, C34H41N3O3 overall (ωB97M-V/def2-TZVPD, the Open Molecules 2025 dataset).

Computed properties:
- Max |F|: 3.420 eV/A
- HOMO-LUMO gap: 0.2252 hartree
- Calculated total energy: -1710.00816 Eh
- ΔE to the lowest compared entry with this formula, charge and spin: 399.0 kJ/mol
- Charge: 0
- HOMO: -0.2963 Ha

Atoms and positions in Å:
C  -2.3043  -2.7488  3.5883
C  -3.1375  -1.5174  3.6451
C  -2.5639  -0.2377  3.6600
N  -1.1562  -0.1156  3.6097
C  -0.3403  -0.8666  2.7870
N  0.9152  -0.5277  3.1745
C  2.1288  -1.1418  2.7019
C  0.9064  0.5017  4.1215
C  -0.3816  0.7372  4.4175
C  -3.3770  0.9119  3.6954
C  -2.8205  2.2905  3.5350
C  -4.7638  0.7519  3.7901
C  -5.3547  -0.5133  3.8506
C  -6.8341  -0.6386  4.0379
C  -4.5313  -1.6379  3.7426
H  -2.9567  -3.5946  3.3385
H  -1.5043  -2.6769  2.8303
H  -1.8283  -2.9735  4.5569
H  1.8873  -2.0805  2.1798
H  2.6685  -0.4758  2.0062
H  2.7953  -1.3550  3.5536
H  1.8159  0.9328  4.5037
H  -0.8146  1.4099  5.1315
H  -3.6380  2.9658  3.2513
H  -2.3972  2.6918  4.4669
H  -2.0613  2.3483  2.7428
H  -5.3935  1.6424  3.8043
H  -7.0996  -1.6787  4.2380
H  -7.1676  -0.0231  4.8816
H  -7.3957  -0.3080  3.1553
H  -4.9760  -2.6385  3.7485
C  2.7545  4.5392  -1.5470
C  1.3933  3.9084  -1.2267
C  1.1238  4.0942  0.2641
C  0.3235  4.6741  -2.0157
C  1.3624  2.4173  -1.6224
C  1.0028  1.4371  -0.7357
C  0.9415  0.0552  -1.0931
C  0.5387  -0.9277  -0.1496
C  0.8569  -2.3008  -0.2887
C  2.0030  -2.7685  -1.0304
C  2.1893  -4.1087  -1.2921
C  1.2313  -5.0424  -0.8452
N  1.1913  -6.3376  -1.4287
O  0.2772  -7.1206  -1.0733
O  2.0453  -6.6373  -2.2958
C  0.1940  -4.6356  0.0231
C  0.0143  -3.2975  0.3018
C  1.2509  -0.2778  -2.4553
C  1.6306  0.6333  -3.4018
C  1.9512  0.2441  -4.8691
C  0.9055  0.8650  -5.8071
C  1.9217  -1.2723  -5.0586
C  3.3415  0.7529  -5.2814
C  1.6721  2.0481  -3.0121
O  1.9491  2.9285  -3.8633
H  2.9619  4.4673  -2.6190
H  2.7416  5.5975  -1.2538
H  3.5488  4.0267  -0.9927
H  0.1238  3.7331  0.5272
H  1.8749  3.5633  0.8603
H  1.1764  5.1598  0.5157
H  -0.6681  4.2564  -1.8076
H  0.3305  5.7322  -1.7237
H  0.5254  4.5967  -3.0886
H  0.7682  1.6969  0.2975
H  -0.1421  -0.6365  0.6547
H  2.7295  -2.0506  -1.4209
H  3.0357  -4.4676  -1.8698
H  -0.4679  -5.3988  0.4243
H  -0.8232  -2.9682  0.9202
H  1.1583  -1.3228  -2.7441
H  0.9244  1.9559  -5.7229
H  1.1117  0.5844  -6.8477
H  -0.0951  0.5044  -5.5417
H  2.6354  -1.7638  -4.3857
H  0.9146  -1.6662  -4.8776
H  2.2006  -1.5283  -6.0890
H  4.1111  0.3224  -4.6299
H  3.5554  0.4565  -6.3171
H  3.3831  1.8441  -5.2103

Force components x, y, z for each atom (eV/Å):
0.215 -1.011 -0.289
-0.395 0.452 0.248
-1.054 0.071 -0.135
1.840 0.318 -0.187
0.006 -0.038 0.631
-0.833 0.889 0.281
0.617 -0.194 -0.427
0.014 -0.517 -0.031
-0.372 -0.251 -0.149
-0.225 -0.588 -0.231
-0.092 0.682 -0.028
0.383 -0.329 0.054
0.525 0.094 -0.075
-0.322 -0.074 0.002
0.113 0.420 0.016
0.174 0.055 0.129
-0.570 -0.098 0.583
-0.082 0.153 -0.252
0.077 0.430 0.303
-0.203 -0.241 0.195
-0.303 0.008 -0.303
-0.062 -0.005 0.093
-0.009 0.026 0.045
0.226 -0.111 0.055
-0.025 -0.090 -0.296
-0.077 -0.079 0.299
0.120 -0.186 0.040
-0.092 0.114 0.001
0.027 -0.151 -0.126
0.141 -0.058 0.105
0.162 0.348 0.024
0.201 -0.097 -0.123
0.122 -0.115 -0.130
-0.021 -0.039 0.029
-0.179 -0.138 -0.191
-0.425 -0.149 1.209
-0.219 1.431 -0.299
-0.683 -1.740 1.426
0.374 2.718 -2.042
0.331 -2.538 -0.566
-0.643 0.602 0.702
-0.525 -0.732 0.057
-0.276 2.154 0.501
-0.009 -3.174 -1.005
1.745 1.534 -0.608
-1.524 0.694 1.684
0.473 -0.658 -0.518
0.424 0.916 -0.318
0.842 -0.011 -1.317
-0.213 -1.048 0.227
-0.155 0.117 0.169
-0.177 0.174 0.089
-0.026 -0.064 0.069
0.116 0.174 0.183
0.582 1.432 -1.533
-0.509 -1.278 1.336
0.037 0.085 0.316
0.044 -0.218 -0.024
-0.009 0.127 -0.060
0.115 0.052 0.097
-0.148 0.085 0.040
-0.007 -0.181 -0.054
0.050 0.125 -0.056
-0.012 -0.198 -0.038
-0.126 0.097 0.226
0.030 -0.101 -0.268
0.673 -0.052 0.100
-0.253 -0.253 0.314
-0.216 0.133 -0.021
0.023 0.232 -0.181
0.347 -0.110 -0.193
-0.075 0.334 0.041
-0.059 -0.232 -0.094
-0.010 0.018 0.190
0.077 0.069 -0.101
-0.139 -0.034 -0.108
0.182 -0.073 -0.005
-0.066 0.114 0.217
-0.020 0.065 -0.121
-0.067 0.007 0.224
0.080 -0.296 -0.048

***

# C34H41N4

A 2-piece molecular cluster, C34H41N4 overall (ωB97M-V/def2-TZVPD, the Open Molecules 2025 dataset).

Computed properties:
- Max |F|: 2.183 eV/A
- HOMO-LUMO gap: 0.2383 hartree
- Calculated total energy: -1538.90913 Eh
- ΔE to the lowest compared entry with this formula, charge and spin: 270.3 kJ/mol
- Charge: +1
- HOMO: -0.3672 Ha

Atoms and positions in Å:
C  -5.1801  -0.0109  0.9975
N  -4.9259  -0.0618  2.4383
C  -5.5986  -1.0851  3.1504
C  -5.7988  -2.3288  2.5130
C  -6.2572  -3.4208  3.2419
C  -6.6410  -3.2606  4.5795
C  -6.6473  -1.9820  5.1529
C  -6.1212  -0.8954  4.4462
C  -3.7851  0.5984  2.9011
C  -3.4061  0.6370  4.2684
C  -2.2668  1.3380  4.6736
C  -1.3405  1.8727  3.7352
C  -0.0085  2.4169  4.1217
C  1.1985  1.6783  3.6889
C  2.3452  1.6328  4.5196
C  3.5311  1.0530  4.0980
C  3.6350  0.4419  2.8331
N  4.8065  -0.1846  2.3554
C  4.9538  -0.1427  0.9047
C  5.4752  -1.2034  3.0567
C  5.8277  -2.3932  2.3824
C  6.1942  -3.5212  3.1122
C  6.3717  -3.4402  4.4979
C  6.2154  -2.2079  5.1466
C  5.7815  -1.0905  4.4266
C  2.4881  0.4523  2.0077
C  1.2946  1.0232  2.4389
C  -1.7151  1.7766  2.3812
C  -2.9050  1.1930  1.9665
H  -5.0493  1.0155  0.6360
H  -4.4917  -0.6687  0.4425
H  -6.2124  -0.3274  0.7985
H  -5.5418  -2.4411  1.4531
H  -6.3115  -4.3988  2.7615
H  -6.9438  -4.1214  5.1649
H  -7.0527  -1.8431  6.1555
H  -6.1065  0.1063  4.8845
H  -4.0090  0.1003  4.9964
H  -2.0690  1.4364  5.7466
H  0.0267  2.7460  5.1616
H  2.2839  2.0430  5.5243
H  4.3876  1.0700  4.7661
H  5.9868  -0.3746  0.6300
H  4.2885  -0.8569  0.3977
H  4.7005  0.8698  0.5588
H  5.7825  -2.4414  1.2880
H  6.3470  -4.4755  2.5946
H  6.6389  -4.3214  5.0759
H  6.4289  -2.1085  6.2043
H  5.7221  -0.1260  4.9179
H  2.5058  -0.0661  1.0478
H  0.4332  0.9403  1.7777
H  -1.0658  2.1707  1.6073
H  -3.0961  1.1342  0.8865
C  2.8284  4.2937  7.1236
N  2.5036  4.9114  5.8592
C  3.5568  5.7789  5.3622
C  1.1708  5.4693  5.7860
C  0.6898  5.6409  4.3471
C  -0.5517  6.5067  4.1920
C  -1.2255  5.9946  2.9202
C  -0.4435  4.7590  2.4829
N  0.3848  4.3534  3.6598
H  2.0165  3.6143  7.4160
H  3.7467  3.7043  7.0022
H  2.9916  5.0119  7.9493
H  3.2657  6.2153  4.3992
H  3.8078  6.6059  6.0526
H  4.4624  5.1814  5.2137
H  0.4514  4.8238  6.3265
H  1.1354  6.4813  6.2648
H  1.4962  6.1274  3.7697
H  -1.1899  6.4179  5.0750
H  -0.2685  7.5618  4.1190
H  -2.2691  5.7397  3.1202
H  -1.2050  6.7494  2.1334
H  -1.1096  3.9605  2.1776
H  0.2369  4.9905  1.6425
H  1.2773  4.0218  3.2843

Force components x, y, z for each atom (eV/Å):
-0.079 -0.038 -0.038
0.372 0.833 -0.257
-0.604 -0.687 0.457
0.430 0.258 0.170
-0.183 0.212 0.270
0.067 0.375 -0.221
0.229 -0.227 -0.353
0.208 -0.103 -0.317
-0.105 -0.664 -0.081
0.390 0.398 -0.179
0.163 0.033 -0.132
-0.345 0.726 -0.609
-0.418 -0.754 1.708
0.372 0.380 -0.409
-0.329 0.088 -0.339
-0.024 -0.211 0.184
0.047 -0.255 -0.070
-0.388 1.147 -0.314
-0.087 -0.037 -0.138
0.473 -0.682 0.531
-0.360 0.128 0.058
0.316 0.079 0.241
-0.184 0.286 0.051
-0.081 -0.121 -0.772
0.027 -0.370 -0.194
-0.338 0.039 0.295
0.377 0.144 -0.124
-0.410 -0.322 0.026
0.302 0.114 -0.154
-0.198 -0.280 0.078
-0.169 0.176 0.021
0.366 0.142 0.126
0.029 -0.078 0.574
-0.036 0.283 0.170
-0.116 0.108 -0.093
0.187 0.014 -0.262
-0.051 -0.401 -0.119
0.229 0.359 -0.075
0.036 -0.187 -0.393
0.044 -0.607 -0.072
0.097 0.158 -0.217
-0.376 0.060 -0.214
-0.206 0.143 0.099
0.234 0.046 -0.042
0.166 -0.351 0.053
-0.243 -0.129 0.582
0.037 0.469 0.206
0.011 0.150 -0.171
-0.002 -0.042 -0.076
-0.026 -0.347 -0.038
-0.055 0.252 0.367
0.317 0.012 0.275
-0.122 -0.129 0.082
0.130 0.094 0.742
0.071 -0.119 0.173
-0.211 -0.475 -0.482
0.053 0.035 0.084
-0.107 0.664 0.185
0.240 0.320 0.853
0.089 0.111 0.340
-0.420 0.182 -0.090
0.349 0.263 -0.331
0.405 -0.941 -1.928
0.204 0.123 0.003
-0.163 0.106 0.116
-0.063 -0.081 -0.176
0.261 -0.105 0.251
-0.139 -0.117 -0.075
-0.106 0.143 -0.035
0.375 0.254 -0.170
-0.153 -0.439 -0.131
-0.288 -0.377 0.043
-0.063 -0.092 -0.109
-0.029 -0.209 0.034
0.104 0.054 -0.121
-0.122 -0.086 0.040
0.134 0.108 0.069
-0.314 -0.067 0.299
-0.229 0.062 0.269